{
  "formula": "C3H4F2Si",
  "method": "ωB97M-V/def2-TZVPD",
  "species": ["C", "C", "C", "F", "F", "Si", "H", "H", "H", "H"],
  "coordinates": [[-1.0223, 2.7944, 1.2528], [-1.3193, 1.8103, 0.6369], [0.1062, -1.0296, 0.2146], [-1.8198, -0.3103, -1.7248], [-2.9162, -0.8103, 0.5021], [-1.5239, -0.2024, -0.1532], [-0.9139, 3.7959, 1.4182], [1.0202, -0.4907, -0.0713], [0.2367, -1.0329, 1.3078], [0.0969, -2.0611, -0.0751]],
  "smiles": "C#C[Si](C)(F)F"
}

{
  "formula": "C5H38NO13",
  "method": "ωB97M-V/def2-TZVPD",
  "species": ["C", "C", "C", "C", "C", "N", "H", "H", "H", "H", "H", "H", "H", "H", "H", "H", "H", "H", "H", "H", "O", "H", "H", "O", "H", "H", "O", "H", "H", "O", "H", "H", "O", "H", "H", "O", "H", "H", "O", "H", "H", "O", "H", "H", "O", "H", "H", "O", "H", "H", "O", "H", "H", "O", "H", "H", "O"],
  "coordinates": [[-0.5182, 0.2179, -0.1142], [0.4968, 0.1399, 1.0045], [0.4725, -1.1889, 1.7665], [-0.9646, -3.0149, 2.3511], [-0.8912, -1.6935, 2.2115], [-0.3513, -0.5665, -1.3528], [-1.5574, 0.0656, 0.2282], [-0.8280, 1.2890, -0.3090], [0.0541, 0.9147, 1.6460], [1.5148, 0.4043, 0.7568], [0.9905, -1.9069, 1.1089], [1.1554, -1.1586, 2.6279], [-0.2807, -3.7200, 1.8904], [-1.7650, -3.4709, 2.9135], [-1.5250, -1.0173, 2.7786], [0.0632, -0.0098, -2.1323], [-1.2404, -0.9630, -1.6494], [0.2891, -1.3888, -1.1315], [1.0593, 2.3840, -0.7475], [1.8168, 2.9191, -1.9501], [1.0231, 2.4443, -1.7088], [0.6143, 3.8968, 1.4669], [1.0742, 4.6063, 0.2475], [1.3565, 3.8749, 0.8179], [3.7366, -1.9457, -0.5980], [3.4930, -3.4288, -0.0415], [3.0800, -2.6224, -0.3664], [-4.8945, 0.0005, -0.1896], [-3.6341, -0.5513, -0.8589], [-4.0507, 0.2906, -0.5495], [2.7595, 2.5426, 0.9407], [4.0258, 2.7562, -0.0733], [3.5163, 2.1567, 0.4797], [3.2387, 0.1921, -0.4339], [4.4001, 0.7083, -1.2285], [3.9784, -0.1154, -0.9551], [-1.4903, 2.5435, 1.2624], [-1.1470, 2.7501, 2.7128], [-0.8599, 3.0459, 1.8330], [-0.6126, 1.3436, 4.9736], [0.1224, 2.3504, 4.1436], [-0.7548, 2.1678, 4.4968], [0.2883, -3.2312, -0.6600], [1.7490, -2.9651, -1.0318], [0.8343, -2.9420, -1.3935], [-3.2444, 1.8505, -0.2435], [-2.4637, 3.1947, -0.8643], [-2.4419, 2.3762, -0.3530], [-3.0266, -2.7186, -1.6011], [-3.5864, -2.6060, -0.1959], [-3.0575, -2.1135, -0.8422], [-0.8885, -3.3054, -3.2973], [-0.7632, -4.2990, -2.1178], [-1.3839, -3.8051, -2.6472], [-0.3998, 0.9543, -4.5466], [1.0676, 1.3250, -4.5283], [0.3509, 1.0427, -3.9464]],
  "charge": 1
}

{
  "formula": "C20H38BBa2F4NO10",
  "method": "ωB97M-V/def2-TZVPD",
  "species": ["Ba", "Ba", "B", "F", "F", "F", "F", "C", "C", "O", "O", "H", "H", "H", "C", "C", "C", "C", "C", "C", "N", "O", "O", "H", "H", "H", "H", "H", "C", "O", "C", "C", "O", "C", "H", "H", "H", "H", "H", "H", "H", "H", "H", "H", "C", "O", "C", "C", "O", "C", "H", "H", "H", "H", "H", "H", "H", "H", "H", "H", "C", "O", "C", "C", "O", "C", "H", "H", "H", "H", "H", "H", "H", "H", "H", "H"],
  "coordinates": [[7.3992, 8.2114, 22.6226], [8.7145, 8.3162, 26.9709], [9.9750, 5.7567, 27.7618], [8.6025, 6.0391, 28.1474], [10.0681, 5.8212, 26.3377], [10.6753, 6.9317, 28.1707], [10.3908, 4.6004, 28.2529], [11.7134, 7.3490, 24.2383], [10.3748, 7.6897, 23.6974], [10.0982, 7.5311, 22.4957], [9.4500, 8.2311, 24.4568], [11.9965, 6.3362, 23.9465], [11.7931, 7.4109, 25.3201], [12.4478, 7.9931, 23.7452], [12.8688, 13.9896, 21.8806], [13.0020, 13.5596, 20.5744], [13.1620, 12.2116, 20.2968], [13.2118, 11.3198, 21.3521], [13.1439, 11.7296, 22.6678], [12.9517, 13.0716, 22.9204], [13.3147, 9.8872, 21.0596], [13.5469, 9.1239, 21.9864], [13.2079, 9.5220, 19.9153], [12.7032, 15.0294, 22.1258], [12.9141, 14.2807, 19.7723], [13.1770, 11.8427, 19.2816], [13.3040, 11.0159, 23.4631], [12.8986, 13.4270, 23.9423], [8.7311, 4.6829, 23.3934], [7.7235, 5.3001, 22.5846], [7.4283, 4.5842, 21.3950], [6.0909, 5.0233, 20.8748], [6.0685, 6.4587, 20.8137], [4.9460, 6.9978, 20.1153], [8.5010, 4.8610, 24.4426], [9.7211, 5.0794, 23.1650], [8.7561, 3.6065, 23.2229], [7.3738, 3.5119, 21.6070], [8.2082, 4.6944, 20.6336], [5.2646, 4.6894, 21.5095], [5.9191, 4.6241, 19.8719], [4.7224, 6.4232, 19.2130], [5.2148, 8.0004, 19.7815], [4.0413, 6.9979, 20.7282], [16.1674, 5.7475, 23.6443], [16.2502, 6.1187, 24.9968], [15.1713, 6.8755, 25.5035], [15.7372, 7.8339, 26.5161], [14.7426, 8.5682, 27.2138], [14.0554, 7.8360, 28.1725], [15.1933, 5.9545, 23.1890], [16.3246, 4.6693, 23.5397], [16.9404, 6.2563, 23.0628], [14.4215, 6.2089, 25.9458], [14.6863, 7.4414, 24.6980], [16.3562, 8.5711, 26.0086], [16.3771, 7.2946, 27.2233], [13.4319, 7.0073, 27.8068], [13.3537, 8.4858, 28.7079], [14.6951, 7.3969, 28.9525], [7.1565, 9.3990, 29.9273], [8.3954, 9.4512, 29.1944], [9.4336, 10.0223, 30.0138], [10.5415, 10.5999, 29.1206], [10.4273, 10.0758, 27.7837], [11.4550, 10.6093, 26.9273], [6.6841, 8.4393, 29.7117], [6.4510, 10.1781, 29.6237], [7.3285, 9.5243, 30.9915], [9.8299, 9.3486, 30.7728], [8.9457, 10.8480, 30.5339], [11.5145, 10.2605, 29.4752], [10.4545, 11.6857, 29.0950], [11.6190, 9.9812, 26.0515], [12.3819, 10.7707, 27.4719], [11.0779, 11.5580, 26.5287]],
  "charge": 2
}

The records above yield LUMO values of 0.76 -2.36 -7.02 eV, respectively.
The records above yield E_HOMO values of -10.618 -12.609 -12.683 eV, respectively.
The records above yield E values of -605.9874 -1245.9334 -2067.0381 hartree, respectively.